This record from the Open Molecules 2025 dataset describes a 2-piece molecular cluster, C18H24BrN5O8P2 overall. The level of theory is ωB97M-V/def2-TZVPD.

Values from the calculation:
Electronic energy, eV: -131504.04346
Kohn-Sham gap, eV: 7.7
SMILES string: CCCNc1c([PH2]=N)c(CON=O)c(P(=O)(O)O)c2c1C(=O)N(CC(=O)Br)C2=O.CCCC#N
E_HOMO, eV: -8.8

Last columns: bonded neighbours and bond lengths (Å).
Atoms and positions in Å:
1 C -3.5677 -2.8307 1.3680  C2 1.540, H30 1.091, H31 1.089, H32 1.088
2 C -3.2121 -1.3329 1.3513  C1 1.540, C3 1.524, H33 1.091, H34 1.090
3 C -2.3517 -0.8874 0.1756  C2 1.524, N4 1.490, H35 1.093, H36 1.092
4 N -1.3320 -1.9074 -0.1996  C3 1.490, C5 1.374, H37 1.013
5 C -0.0635 -1.4585 -0.4795  N4 1.374, C6 1.416, C20 1.397
6 C 0.2255 -0.6336 -1.5931  C5 1.416, P7 1.845, C9 1.404
7 P -1.1438 -0.3214 -2.7898  C6 1.845, N8 1.561, H38 1.397, H39 1.402
8 N -2.0879 -1.5355 -3.0576  P7 1.561, H40 1.011
9 C 1.5265 -0.1453 -1.7935  C6 1.404, C10 1.520, C14 1.404
10 C 1.7638 0.8945 -2.8759  C9 1.520, O11 1.423, H41 1.091, H42 1.093
11 O 0.6904 1.8269 -2.9272  C10 1.423, N12 1.470
12 N 0.7623 2.7255 -1.7658  O11 1.470, O13 1.149
13 O -0.2490 2.7161 -1.2201  N12 1.149
14 C 2.6078 -0.5396 -0.9894  C9 1.404, P15 1.803, C19 1.391
15 P 4.3049 -0.0033 -1.2793  C14 1.803, O16 1.466, O17 1.599, O18 1.590
16 O 4.6046 1.3097 -0.7005  P15 1.466
17 O 4.5598 -0.1017 -2.8552  P15 1.599, H43 0.962
18 O 5.2047 -1.2015 -0.7479  P15 1.590, H44 0.968
19 C 2.3093 -1.3678 0.0880  C14 1.391, C20 1.382, C28 1.509
20 C 1.0228 -1.8128 0.3240  C5 1.397, C19 1.382, C21 1.477
21 C 1.0299 -2.7113 1.4966  C20 1.477, O22 1.199, N23 1.438
22 O 0.0968 -3.0868 2.1486  C21 1.199
23 N 2.4032 -2.9966 1.8121  C21 1.438, C24 1.467, C28 1.448
24 C 2.9513 -4.3342 1.5628  N23 1.467, C25 1.517, H45 1.088, H46 1.091
25 C 2.1095 -5.1351 0.5879  C24 1.517, O26 1.182, Br27 1.951
26 O 1.2478 -5.8869 0.8863  C25 1.182
27 Br 2.5215 -4.8031 -1.2897  C25 1.951
28 C 3.1524 -1.9101 1.2164  C19 1.509, N23 1.448, O29 1.190
29 O 4.1617 -1.4920 1.6873  C28 1.190
30 H -3.0076 -3.3513 2.1462  C1 1.091
31 H -4.6175 -2.9614 1.6246  C1 1.089
32 H -3.3676 -3.3083 0.4107  C1 1.088
33 H -4.1373 -0.7595 1.2753  C2 1.091
34 H -2.7492 -1.0134 2.2852  C2 1.090
35 H -1.8370 0.0382 0.4457  C3 1.093
36 H -2.9780 -0.6946 -0.6980  C3 1.092
37 H -1.2725 -2.5875 0.5490  N4 1.013
38 H -0.5114 0.1727 -3.9334  P7 1.397
39 H -1.7668 0.7883 -2.2021  P7 1.402
40 H -2.0890 -1.8158 -4.0293  N8 1.011
41 H 1.8432 0.4558 -3.8715  C10 1.091
42 H 2.6813 1.4493 -2.6616  C10 1.093
43 H 3.8502 -0.4944 -3.3719  O17 0.962
44 H 5.8552 -0.8525 -0.1218  O18 0.968
45 H 3.9694 -4.2311 1.1940  C24 1.088
46 H 2.9766 -4.9180 2.4839  C24 1.091
47 C -2.4349 5.9501 2.9363  C48 1.524, H52 1.091, H53 1.089, H54 1.092
48 C -1.6246 5.6045 1.6930  C47 1.524, C49 1.532, H55 1.091, H56 1.091
49 C -2.4839 5.0130 0.5710  C48 1.532, C50 1.460, H57 1.091, H58 1.092
50 C -3.0632 3.7215 0.9304  C49 1.460, N51 1.148
51 N -3.4316 2.6686 1.2006  C50 1.148
52 H -2.8920 5.0596 3.3701  C47 1.091
53 H -1.7983 6.4010 3.6968  C47 1.089
54 H -3.2308 6.6593 2.7013  C47 1.092
55 H -0.8310 4.9010 1.9501  C48 1.091
56 H -1.1401 6.5028 1.3072  C48 1.091
57 H -1.8792 4.8569 -0.3235  C49 1.091
58 H -3.2812 5.7078 0.3009  C49 1.092

Calculated atomic charges, method Löwdin, unit e: -0.095 -0.225 -0.206 0.047 -0.196 -0.178 0.776 -0.282 -0.173 -0.200 -0.194 0.051 0.090 -0.118 0.449 -0.246 -0.103 -0.114 -0.063 -0.031 -0.347 0.160 0.056 -0.126 -0.773 0.084 0.737 -0.335 0.165 0.068 0.068 0.076 0.103 0.107 0.108 0.086 0.091 0.017 0.005 -0.039 0.130 0.109 0.075 0.099 0.124 0.135 -0.108 -0.259 -0.194 -0.233 0.155 0.073 0.072 0.076 0.112 0.108 0.102 0.121

---

This record from the Open Molecules 2025 dataset describes a single C3H5N3 molecule. The level of theory is ωB97M-V/def2-TZVPD.

Values from the calculation:
Energy above the lowest of the compared OMol25 structures with the same formula, charge and spin, kJ/mol: 78.8
Electronic energy, eV: -7661.63921
Kohn-Sham gap, eV: 10.5
SMILES string: [H]/N=C(\C#N)NC
E_HOMO, eV: -9.8

Last columns: bonded neighbours and bond lengths (Å).
Atoms and positions in Å:
1 H 1.4685 1.9362 -0.0796  N2 1.016
2 N 0.5786 1.4546 -0.1717  H1 1.016, C3 1.278
3 C 0.7430 0.1989 -0.0030  N2 1.278, C4 1.465, N6 1.363
4 C 2.0514 -0.3365 0.3813  C3 1.465, N5 1.157
5 N 3.1135 -0.5763 0.7733  C4 1.157
6 N -0.2736 -0.7000 -0.1361  C3 1.363, C7 1.451, H8 1.008
7 C -1.6292 -0.1905 -0.2223  N6 1.451, H9 1.098, H10 1.092, H11 1.091
8 H -0.1323 -1.6344 0.2142  N6 1.008
9 H -1.9788 0.1961 0.7446  C7 1.098
10 H -2.2977 -0.9830 -0.5647  C7 1.092
11 H -1.6432 0.6349 -0.9360  C7 1.091

Calculated atomic charges, method Löwdin, unit e: 0.059 0.143 -0.479 -0.139 0.157 -0.029 -0.091 0.132 0.088 0.083 0.076

---

Which value of electronic energy does entry 1 give? -131504.04346 eV

---

The highest E_HOMO belongs to which entry? C18H24BrN5O8P2

---

The highest E_HOMO belongs to which entry? C18H24BrN5O8P2